{"formula": "C30H24Br2Zn", "method": "ωB97M-V/def2-TZVPD", "species": ["C", "C", "C", "C", "C", "C", "C", "C", "C", "C", "C", "C", "C", "C", "C", "C", "C", "C", "C", "C", "C", "H", "H", "H", "H", "H", "H", "H", "H", "H", "H", "H", "H", "H", "H", "H", "H", "H", "Br", "Zn", "Br", "C", "C", "C", "C", "C", "C", "C", "C", "C", "H", "H", "H", "H", "H", "H", "H"], "coordinates": [[-3.3213, -2.6863, -0.2503], [-3.6918, -1.3577, -0.0113], [-2.8032, -0.4771, 0.6019], [-1.4971, -0.8846, 0.9527], [-0.5450, 0.0866, 1.5338], [-0.8045, 1.4356, 1.4246], [-0.2400, 2.5097, 2.2575], [0.2334, 3.6841, 1.4367], [1.4412, 4.3323, 1.7557], [1.8875, 5.4288, 1.0101], [1.1356, 5.8957, -0.0773], [-0.0663, 5.2570, -0.4018], [-0.5112, 4.1633, 0.3509], [0.6707, -0.4224, 2.2178], [1.9294, 0.1782, 2.0138], [3.0840, -0.3905, 2.5558], [2.9967, -1.5351, 3.3578], [1.7432, -2.0945, 3.6379], [0.5931, -1.5421, 3.0737], [-1.1338, -2.2242, 0.6832], [-2.0400, -3.1187, 0.1142], [-4.0242, -3.3779, -0.7142], [-4.6852, -1.0020, -0.2841], [-3.1305, 0.5379, 0.8336], [-1.5121, 1.7379, 0.6564], [0.6266, 2.1136, 2.7947], [2.0287, 3.9722, 2.6046], [2.8252, 5.9219, 1.2792], [1.4852, 6.7462, -0.6669], [-0.6669, 5.6074, -1.2427], [-1.4560, 3.6841, 0.0984], [1.9967, 1.0670, 1.3818], [4.0527, 0.0636, 2.3438], [3.9004, -1.9888, 3.7672], [1.6563, -2.9722, 4.2812], [-0.3830, -1.9910, 3.2817], [-0.1235, -2.5671, 0.9153], [-1.7376, -4.1540, -0.0481], [-6.7474, 5.1812, 0.2560], [-6.5239, 2.9798, 0.6648], [-6.3093, 0.9118, 1.5273], [-3.7243, 4.2731, 4.6005], [-2.6587, 4.3073, 3.6361], [-1.9229, 3.1089, 3.7342], [-2.5044, 2.3059, 4.7450], [-3.6670, 3.0450, 5.2970], [-4.4419, 2.4832, 6.3168], [-4.1022, 1.2288, 6.8279], [-2.9934, 0.5221, 6.3181], [-2.2028, 1.0413, 5.2881], [-4.4703, 5.0403, 4.7814], [-2.4792, 5.1446, 2.9595], [-0.9647, 2.8696, 3.1792], [-5.3006, 3.0352, 6.7005], [-4.6973, 0.7892, 7.6302], [-2.7523, -0.4530, 6.7426], [-1.3456, 0.4897, 4.8903]], "lowdin_charge": [-0.153, -0.137, -0.059, -0.178, -0.181, -0.050, -0.175, -0.204, -0.063, -0.133, -0.162, -0.123, -0.057, -0.190, -0.046, -0.114, -0.145, -0.115, -0.067, -0.067, -0.128, 0.072, 0.053, 0.079, 0.088, 0.108, 0.102, 0.082, 0.071, 0.084, 0.099, 0.114, 0.086, 0.075, 0.087, 0.117, 0.099, 0.082, -0.064, 0.062, 0.040, -0.150, -0.131, -0.099, -0.195, -0.253, -0.108, -0.180, -0.173, -0.067, 0.050, 0.068, -0.049, 0.080, 0.061, 0.063, 0.090], "e_tot_ha": -8084.87901, "homo_energy_ev": 0.9, "total_charge": -2}

=====

{"formula": "C30H24Br3F5O17", "method": "ωB97M-V/def2-TZVPD", "species": ["C", "C", "O", "C", "O", "O", "F", "H", "H", "H", "C", "C", "O", "C", "O", "O", "F", "H", "H", "H", "C", "C", "O", "C", "O", "O", "F", "H", "H", "H", "C", "C", "O", "C", "O", "O", "F", "H", "H", "H", "C", "C", "O", "C", "O", "O", "F", "H", "H", "H", "C", "C", "C", "C", "C", "C", "C", "O", "C", "C", "C", "C", "C", "C", "C", "O", "H", "H", "H", "H", "H", "H", "H", "H", "C", "Br", "Br", "Br", "H"], "coordinates": [[4.0704, 4.8765, 0.8096], [4.4696, 4.5254, 2.2393], [3.3139, 3.9319, 2.7828], [2.2727, 4.3220, 2.0861], [1.1029, 3.9284, 2.3086], [2.6845, 5.0109, 1.0602], [4.8192, 5.6415, 2.8254], [4.3164, 3.9542, 0.2835], [4.4784, 5.7623, 0.3226], [5.3651, 3.9051, 2.2746], [-3.5482, -0.3125, -2.5467], [-3.9923, -1.2399, -1.4229], [-4.2728, -0.3730, -0.4129], [-3.4482, 0.6782, -0.5227], [-3.3982, 1.5710, 0.2320], [-2.8211, 0.5802, -1.7753], [-3.0599, -2.0868, -1.0752], [-4.3794, 0.2244, -3.0038], [-2.7539, -0.8203, -3.0940], [-4.8494, -1.8354, -1.7370], [4.3198, -1.7925, -1.4351], [3.8316, -1.5777, -0.0572], [4.4743, -0.4718, 0.4838], [5.1094, 0.1633, -0.5891], [5.7134, 1.2126, -0.4791], [4.8050, -0.5096, -1.8051], [4.3615, -2.6391, 0.6023], [3.5158, -2.2056, -2.0443], [5.0708, -2.5594, -1.6248], [2.7464, -1.6696, -0.0112], [0.0923, 1.1120, 0.2278], [0.0942, 2.1898, -0.9323], [0.0223, 1.2897, -2.0191], [0.4329, 0.0209, -1.7290], [0.7121, -0.8579, -2.6013], [0.5879, -0.0710, -0.3780], [1.2103, 2.9114, -1.1050], [-0.8617, 0.8077, 0.6584], [0.8514, 1.4573, 0.9296], [-0.7138, 2.8935, -0.7321], [-0.9916, -4.5405, -4.7685], [-1.6224, -3.2560, -4.3474], [-2.4505, -3.6462, -3.3070], [-1.7665, -4.7138, -2.7080], [-1.9546, -5.1029, -1.5635], [-0.9318, -5.3259, -3.5559], [-2.3318, -2.7601, -5.3326], [-0.0427, -4.4511, -5.2973], [-1.7102, -4.9989, -5.4480], [-0.9044, -2.4768, -4.0913], [-4.1649, -2.9595, 2.2433], [-3.2308, -3.8513, 1.6395], [-1.8874, -3.5359, 1.6862], [-1.4535, -2.2987, 2.1388], [-2.4134, -1.4001, 2.6218], [-3.7934, -1.7504, 2.7843], [-1.9817, -0.0912, 3.2550], [-2.7336, 0.7425, 3.8239], [-0.4607, 0.0706, 3.4390], [-0.0824, 1.1709, 4.1811], [1.2484, 1.5845, 4.3506], [2.1945, 0.8012, 3.7496], [1.8597, -0.3975, 3.1165], [0.5201, -0.8776, 3.0027], [0.0948, -2.0504, 2.1484], [0.8227, -2.8760, 1.6753], [-5.2223, -3.1386, 2.1154], [-3.5883, -4.7806, 1.2212], [-1.2558, -4.3300, 1.3162], [-4.5828, -1.1600, 3.2255], [-0.8038, 1.8388, 4.6282], [1.5167, 2.4694, 4.9086], [3.2111, 1.0958, 3.9646], [2.5670, -0.9314, 2.4992], [-1.7455, 5.2591, -3.3955], [-1.2221, 3.8592, -4.6762], [-0.4180, 6.6707, -2.9354], [-2.3541, 4.4298, -1.6539], [-2.6796, 5.7608, -3.6483]], "lowdin_charge": [-0.018, -0.341, 0.157, -0.552, 0.106, 0.092, 0.109, 0.136, 0.153, 0.174, -0.052, -0.393, 0.161, -0.520, 0.190, 0.021, 0.126, 0.155, 0.139, 0.177, -0.091, -0.355, 0.132, -0.413, 0.139, 0.063, 0.056, 0.137, 0.143, 0.154, -0.023, -0.317, 0.088, -0.440, 0.073, 0.044, 0.088, 0.127, 0.130, 0.050, -0.037, -0.417, 0.118, -0.483, 0.144, 0.099, 0.109, 0.147, 0.144, 0.162, -0.068, -0.044, -0.029, -0.064, -0.083, 0.000, -0.231, 0.061, -0.093, -0.009, -0.056, -0.078, 0.007, -0.061, -0.274, 0.117, 0.102, 0.108, 0.119, 0.121, 0.120, 0.115, 0.108, 0.100, -1.454, 0.572, 0.532, 0.606, -0.037], "e_tot_ha": -10658.00447, "homo_energy_ev": -9.4, "de_lowest_kcal_mol": 80.7}

=====

{"formula": "C30H24BrClN4O4Pd", "method": "ωB97M-V/def2-TZVPD", "species": ["Pd", "O", "C", "C", "C", "C", "C", "C", "C", "O", "N", "N", "C", "C", "Br", "C", "C", "C", "C", "C", "C", "C", "H", "H", "H", "H", "H", "H", "H", "H", "H", "H", "H", "H", "H", "H", "N", "C", "N", "C", "C", "C", "C", "C", "C", "H", "H", "H", "H", "H", "H", "Cl", "C", "C", "C", "C", "C", "C", "C", "O", "O", "H", "H", "H", "H"], "coordinates": [[-0.1855, -0.1301, 0.7689], [3.3598, 0.2281, 1.4887], [3.8465, -1.0293, 1.5473], [5.1972, -1.2084, 1.2448], [5.7750, -2.4621, 1.3039], [5.0185, -3.5650, 1.6795], [3.6791, -3.3844, 1.9767], [3.0643, -2.1373, 1.8980], [1.5661, -2.0601, 2.1801], [1.0814, -0.7771, 2.2497], [0.8472, -2.8814, 1.1503], [0.1437, -2.2105, 0.1982], [0.0844, -2.7187, -0.9706], [-0.7363, -2.2152, -2.0739], [-2.6138, -2.1912, -1.7970], [-0.2417, -1.9240, -3.2770], [1.1996, -1.8553, -3.5651], [1.6814, -2.3408, -4.7816], [3.0358, -2.3070, -5.0652], [3.9268, -1.7706, -4.1446], [3.4548, -1.2558, -2.9463], [2.0992, -1.2915, -2.6594], [2.4272, 0.1675, 1.7951], [5.7741, -0.3355, 0.9702], [6.8247, -2.5784, 1.0675], [5.4670, -4.5466, 1.7476], [3.0883, -4.2396, 2.2932], [1.3756, -2.5833, 3.1293], [1.4637, -3.5730, 0.7345], [0.6974, -3.5940, -1.2035], [-0.9242, -1.7229, -4.0935], [0.9870, -2.7577, -5.5013], [3.3991, -2.6979, -6.0065], [4.9848, -1.7399, -4.3690], [4.1394, -0.8118, -2.2354], [1.7276, -0.8431, -1.7472], [0.2710, 3.2748, 3.4063], [0.1779, 1.9970, 2.9669], [0.1092, 1.9197, 1.6657], [0.1712, 3.2242, 1.2000], [0.1513, 3.7165, -0.1029], [0.2242, 5.0836, -0.2627], [0.3200, 5.9495, 0.8396], [0.3471, 5.4724, 2.1346], [0.2700, 4.0927, 2.2895], [0.3535, 3.5625, 4.3643], [0.1812, 1.1417, 3.6239], [0.0901, 3.0345, -0.9414], [0.2105, 5.5037, -1.2594], [0.3764, 7.0162, 0.6692], [0.4241, 6.1397, 2.9826], [-4.7451, 3.8764, -5.2404], [-3.8339, 3.0274, -4.0291], [-4.4456, 2.6954, -2.8296], [-3.7154, 2.0202, -1.8674], [-2.3881, 1.6827, -2.1044], [-1.7914, 2.0201, -3.3137], [-2.5128, 2.6963, -4.2845], [-1.6058, 0.9575, -1.0650], [-0.3897, 0.6612, -1.2932], [-2.1366, 0.6561, 0.0327], [-5.4786, 2.9648, -2.6596], [-4.1630, 1.7449, -0.9223], [-0.7602, 1.7442, -3.4891], [-2.0629, 2.9659, -5.2296]], "lowdin_charge": [1.131, 0.043, -0.271, -0.018, -0.091, -0.099, -0.062, -0.106, -0.395, -0.314, 0.023, -0.067, -0.196, -0.665, 0.810, -0.105, -0.220, -0.040, -0.085, -0.086, -0.065, -0.031, 0.048, 0.116, 0.101, 0.097, 0.116, 0.143, 0.110, 0.145, 0.112, 0.113, 0.102, 0.101, 0.105, 0.098, 0.134, -0.140, 0.050, -0.204, 0.007, -0.075, -0.088, -0.019, -0.190, 0.160, 0.129, 0.100, 0.104, 0.102, 0.109, 0.663, -0.664, -0.093, -0.004, -0.150, -0.011, -0.096, -0.676, -0.110, -0.088, 0.106, 0.123, 0.121, 0.105], "multiplicity": 3, "e_tot_ha": -4839.66941, "homo_energy_ev": [-8.2, -8.2], "de_lowest_kcal_mol": 1.8}

=====

{"formula": "C30H24BrN2O2P2Sn", "method": "ωB97M-V/def2-TZVPD", "species": ["Sn", "Br", "C", "C", "C", "C", "C", "N", "C", "O", "O", "H", "H", "H", "N", "P", "C", "C", "C", "C", "C", "C", "C", "C", "C", "C", "C", "C", "P", "C", "C", "C", "C", "C", "C", "C", "C", "C", "C", "C", "C", "H", "H", "H", "H", "H", "H", "H", "H", "H", "H", "H", "H", "H", "H", "H", "H", "H", "H", "H", "H", "H"], "coordinates": [[1.3240, 0.6284, 0.1998], [4.5276, 0.1950, -0.2658], [4.1092, 1.8916, 0.4246], [5.0232, 2.8805, 0.7086], [4.5355, 4.0737, 1.2419], [3.1726, 4.2515, 1.4719], [2.3202, 3.2185, 1.1580], [2.8035, 2.0729, 0.6477], [0.8104, 3.2604, 1.3225], [0.2620, 4.2124, 1.7743], [0.2076, 2.1433, 0.9005], [6.0778, 2.7295, 0.5263], [5.2308, 4.8692, 1.4787], [2.7670, 5.1668, 1.8820], [-0.9053, -1.2077, -0.4122], [-0.2784, -1.1831, 1.1736], [0.2652, -2.8345, 1.5081], [-0.5946, -3.9079, 1.2433], [-0.1893, -5.1887, 1.5741], [1.0467, -5.3947, 2.1788], [1.8891, -4.3258, 2.4552], [1.5022, -3.0379, 2.1225], [-1.3945, -0.4455, 2.3175], [-2.7571, -0.7638, 2.2413], [-3.6081, -0.2942, 3.2257], [-3.1052, 0.4733, 4.2716], [-1.7510, 0.7798, 4.3464], [-0.8873, 0.3223, 3.3681], [-0.4098, -0.0891, -1.5902], [0.0932, -0.8694, -3.0764], [-0.9023, -1.2128, -4.0048], [-0.5323, -1.8520, -5.1740], [0.8095, -2.1206, -5.4249], [1.7961, -1.7627, -4.5113], [1.4438, -1.1393, -3.3294], [-1.5433, 1.2247, -1.7799], [-2.5220, 1.4968, -0.8141], [-3.3736, 2.5649, -1.0093], [-3.2423, 3.3603, -2.1450], [-2.2611, 3.0981, -3.0973], [-1.4035, 2.0297, -2.9243], [-0.9004, -2.1561, -0.7927], [-1.5776, -3.7568, 0.8097], [-0.8420, -6.0272, 1.3729], [1.3507, -6.3989, 2.4425], [2.8447, -4.4962, 2.9316], [2.1581, -2.2043, 2.3485], [-3.1485, -1.3680, 1.4312], [-4.6627, -0.5304, 3.1832], [-3.7772, 0.8353, 5.0384], [-1.3739, 1.3768, 5.1652], [0.1692, 0.5599, 3.4292], [-1.9439, -0.9774, -3.8203], [-1.2864, -2.1318, -5.8968], [1.0904, -2.6080, -6.3493], [2.8356, -1.9662, -4.7285], [2.2107, -0.8551, -2.6172], [-2.6135, 0.8832, 0.0725], [-4.1440, 2.7831, -0.2828], [-3.9173, 4.1933, -2.2919], [-2.1772, 3.7213, -3.9769], [-0.6512, 1.8097, -3.6725]], "lowdin_charge": [1.239, 0.906, -0.689, -0.015, 0.058, 0.079, -0.142, -0.120, -0.514, 0.205, -0.217, 0.139, 0.148, 0.154, -0.297, 0.928, -0.365, -0.073, -0.027, -0.010, -0.032, -0.083, -0.381, -0.079, -0.027, -0.005, -0.024, -0.082, 0.914, -0.377, -0.056, -0.020, -0.001, -0.030, -0.081, -0.373, -0.057, -0.018, 0.003, -0.023, -0.059, 0.092, 0.115, 0.130, 0.132, 0.127, 0.101, 0.115, 0.129, 0.132, 0.129, 0.107, 0.126, 0.132, 0.134, 0.127, 0.074, 0.090, 0.129, 0.133, 0.130, 0.120], "e_tot_ha": -4887.68585, "homo_energy_ev": -17.4, "total_charge": 3}